DFT (the ωB97M-V functional and the def2-TZVPD basis) results for a molecular structure, C42H35FN3S6TeZr.

Values from the calculation:
total charge: +1
Kohn-Sham gap: 5.54 eV
electronic energy: -124891.6259 eV

Structure (XYZ):
```
89
Properties=species:S:1:pos:R:3:forces:R:3
Zr -0.6905 0.3886 0.6796 -0.196 0.242 0.212
C -4.3624 0.4677 -0.9514 0.035 0.004 0.018
C -3.1155 1.2961 -0.8629 0.022 0.000 -0.017
C -2.0828 1.1595 -1.8066 -0.039 0.016 -0.043
C -1.0340 2.0817 -1.8701 0.026 -0.070 0.034
C -0.1392 2.1641 -3.0731 0.010 -0.016 -0.014
C -0.9193 3.0321 -0.8525 -0.006 -0.037 0.013
C -1.9079 3.1739 0.1225 0.015 -0.023 0.004
C -1.8588 4.2913 1.1216 0.007 0.005 -0.007
C -3.0017 2.3039 0.0904 -0.043 -0.042 0.006
H -4.1930 -0.4620 -1.4921 -0.002 -0.015 0.008
H -5.1221 1.0410 -1.4883 -0.010 -0.015 -0.008
H -4.7446 0.2299 0.0392 -0.016 0.016 -0.006
H -2.1880 0.4079 -2.5812 0.014 -0.006 -0.014
H -0.4934 2.9787 -3.7085 -0.004 0.000 0.001
H -0.1672 1.2542 -3.6713 0.004 0.002 0.007
H 0.8942 2.3873 -2.8078 -0.006 0.005 0.005
H -0.0919 3.7332 -0.8716 0.013 -0.013 0.013
H -2.5620 5.0704 0.8199 0.004 0.007 0.004
H -0.8651 4.7309 1.1839 -0.002 0.000 -0.004
H -2.1524 3.9479 2.1132 -0.011 0.000 -0.005
H -3.7857 2.4169 0.8281 0.009 0.004 0.006
N 3.2929 2.6165 1.3643 0.015 -0.056 0.066
C 3.3790 3.4712 2.4873 -0.026 -0.057 -0.074
C 4.5480 4.1632 2.7430 -0.010 -0.006 0.006
C 4.6246 4.9926 3.8543 -0.028 0.002 0.005
C 3.5315 5.1197 4.6950 0.051 0.007 -0.008
C 2.3606 4.4229 4.4246 -0.018 0.010 -0.007
C 2.2831 3.5951 3.3163 0.030 0.174 0.069
S 0.7737 2.7171 3.0500 -0.022 -0.175 -0.117
N 1.0413 1.9013 1.5378 0.139 0.088 0.138
C 2.2055 1.9134 0.9792 0.000 -0.016 -0.084
C 2.4001 1.0721 -0.2365 -0.021 0.000 0.009
C 3.6509 0.8108 -0.7721 0.011 -0.040 -0.064
C 3.7546 0.0373 -1.9203 0.021 0.042 0.054
C 2.6015 -0.4289 -2.5150 -0.045 -0.058 -0.028
C 1.3940 -0.1444 -1.9023 -0.026 -0.001 0.057
N 1.2850 0.5574 -0.7738 -0.092 0.012 0.080
H 4.0994 2.5957 0.7687 -0.002 0.009 -0.027
H 5.3992 4.0527 2.0809 -0.001 0.001 -0.002
H 5.5378 5.5337 4.0581 0.002 -0.004 0.000
H 3.5853 5.7600 5.5643 -0.008 -0.001 0.001
H 1.5073 4.5244 5.0847 -0.013 -0.013 -0.018
H 4.5598 1.1523 -0.3006 -0.008 0.022 0.028
H 4.7274 -0.1899 -2.3349 -0.001 -0.004 0.000
H 2.6160 -1.0343 -3.4109 -0.003 0.003 -0.008
H 0.4675 -0.5162 -2.3091 0.024 -0.009 -0.052
S -3.1466 -2.7694 6.7925 0.032 -0.012 -0.014
C -2.8627 -1.9759 5.4014 -0.075 0.048 -0.002
S -2.3892 -0.2980 5.3306 0.016 -0.016 0.026
C -2.3030 -0.1761 3.5952 0.002 -0.032 -0.076
C -2.5923 -1.2863 2.9021 0.004 0.058 -0.027
S -2.5650 -1.3083 1.1594 0.130 0.038 -0.016
S -3.0138 -2.7003 3.8234 0.012 -0.027 0.030
S -1.8450 1.3125 2.8087 0.145 -0.086 -0.070
Te -0.8266 -2.6917 -0.9567 0.044 0.004 -0.046
C -2.7055 -2.8373 -1.9161 -0.034 0.005 -0.058
C -2.9833 -2.2553 -3.1492 -0.030 0.005 0.028
C -4.2495 -2.3663 -3.7062 -0.015 -0.005 0.014
C -5.2526 -3.0402 -3.0235 0.001 0.011 -0.022
C -4.9807 -3.6158 -1.7917 0.012 -0.007 0.016
C -3.7090 -3.5248 -1.2419 -0.011 -0.022 0.010
C 0.4216 -3.2352 -2.5954 0.017 -0.034 -0.162
C 1.4153 -4.1718 -2.3209 0.003 0.016 0.092
C 2.3126 -4.5644 -3.3065 0.003 0.003 0.009
C 2.2163 -4.0380 -4.5849 0.000 0.024 -0.036
C 1.2274 -3.1054 -4.8724 0.067 -0.028 0.029
C 0.3477 -2.6980 -3.8801 -0.075 0.114 0.007
H -2.2237 -1.7118 -3.6911 -0.035 0.026 0.007
H -4.4531 -1.9189 -4.6705 0.003 0.000 0.000
H -6.2419 -3.1202 -3.4538 0.001 0.000 0.000
H -5.7555 -4.1487 -1.2565 -0.001 0.002 -0.002
H -3.5057 -3.9863 -0.2844 0.006 -0.001 -0.003
H 1.4883 -4.6109 -1.3324 -0.017 -0.009 0.005
H 3.0743 -5.2978 -3.0762 0.001 0.001 0.004
H 2.9037 -4.3559 -5.3576 -0.004 -0.004 0.000
H 1.1422 -2.6938 -5.8701 -0.006 0.002 0.002
H -0.3976 -1.9520 -4.1318 0.083 -0.074 0.025
F 3.4272 -3.3823 3.8135 0.004 0.000 0.000
C 2.5652 -2.6116 3.1306 -0.001 0.005 0.006
C 2.6017 -2.6295 1.7509 -0.010 -0.013 0.016
C 1.7051 -1.8282 1.0583 -0.026 -0.023 -0.010
C 0.7588 -1.0099 1.6951 -0.086 0.034 -0.015
C 0.7909 -1.0260 3.0998 0.034 -0.009 0.026
C 1.6756 -1.8162 3.8218 0.016 -0.012 -0.021
H 3.3152 -3.2635 1.2408 0.003 0.006 -0.009
H 1.7693 -1.8640 -0.0259 0.018 0.003 0.004
H 0.1231 -0.3999 3.6737 -0.014 0.014 -0.005
H 1.6789 -1.8179 4.9038 -0.005 0.001 0.000
```
Positions in Å, forces in eV/Å.

Mulliken atomic charge list, values in e, 4 entries:
1 Zr -0.868
2 C -1.273
3 C 0.900
4 C 0.018